Density functional theory data (ωB97M-V/def2-TZVPD) for a structure of composition C39H35ClN2Si2Sn.

The geometry in XYZ format:
```
80
C39H35ClN2Si2Sn (ωB97M-V/def2-TZVPD)
C -1.88914 -0.67342 4.67535
C -2.45169 -0.11280 3.50735
C -2.11991 -0.96059 2.40534
H -3.10926 0.75756 3.47785
C -1.30706 -2.03981 2.91525
C -1.17937 -1.85295 4.32874
H -0.70006 -2.53986 5.02996
H -2.04850 -0.30962 5.70615
H -2.50313 -0.89874 1.39186
H -1.01464 -2.91820 2.35065
Sn 0.22666 -0.16664 2.45277
Si 1.39492 0.57618 -1.20815
C 0.00471 1.93613 -1.03251
C 0.52284 3.17412 -1.43100
H 1.57402 3.32446 -1.63378
C -0.34660 4.24080 -1.68127
H 0.03341 5.16582 -2.10521
C -1.71616 4.09633 -1.41192
H -2.41422 4.91064 -1.63095
C -2.20205 2.90893 -0.84204
H -3.25731 2.82045 -0.55100
C -1.34904 1.81122 -0.67424
H -1.73021 0.85782 -0.28925
C 0.12858 -1.04057 -1.41242
C -1.28986 -1.11052 -2.01814
H -2.05594 -0.30772 -2.00902
C -1.89598 -2.42263 -1.95820
H -2.87572 -2.50877 -2.41425
C -1.37485 -3.47629 -1.23391
H -1.92127 -4.41482 -1.15548
C -0.16278 -3.35484 -0.54560
H 0.20622 -4.20160 0.05781
C 0.57125 -2.18556 -0.63796
H 1.52791 -2.14818 -0.09938
H 1.03231 0.44776 0.27661
Si 0.08047 -0.51584 -3.17275
C 0.59810 -1.86746 -4.30704
C 0.03793 -1.93561 -5.59566
H -0.18031 -1.00268 -6.11387
C -0.16654 -3.19948 -6.14220
H -0.67249 -3.27469 -7.10529
C 0.28664 -4.34498 -5.46814
H 0.05665 -5.33454 -5.87279
C 1.07203 -4.22065 -4.30852
H 1.50829 -5.10920 -3.85273
C 1.30806 -2.95403 -3.77005
H 2.03287 -2.76721 -2.97786
C -0.23908 1.11161 -4.16910
C -1.54724 1.49920 -4.49585
H -2.38857 0.86622 -4.23222
C -1.79391 2.68495 -5.20764
H -2.82764 2.96764 -5.43272
C -0.76109 3.49613 -5.66748
H -0.96166 4.39078 -6.28412
C 0.55282 3.09231 -5.38722
H 1.37329 3.69157 -5.76897
C 0.80544 1.92685 -4.65328
H 1.83863 1.63510 -4.46390
H 2.37548 1.52225 -1.70604
Cl 3.21989 -0.12103 -0.08965
C -0.34539 3.48042 5.07150
C 0.43120 3.22815 6.21443
C 1.23515 2.09142 6.23951
C 1.20982 1.19532 5.16205
N 0.43693 1.44554 4.05793
C -0.29357 2.58250 4.00116
C 1.92335 -0.08960 5.14711
C 2.68623 -0.56432 6.22984
C 3.21044 -1.86630 6.18377
C 3.00519 -2.62692 5.02916
C 2.30004 -2.07630 3.96002
N 1.73760 -0.84517 4.03003
H -0.99582 4.35109 4.99712
H 0.40102 3.91330 7.06183
H 1.87994 1.85186 7.08950
H -0.86671 2.75451 3.08560
H 2.83141 0.09221 7.08721
H 3.76461 -2.26665 7.03154
H 3.38331 -3.64985 4.94452
H 2.14912 -2.62254 3.02130
```

Properties
2S+1	1
E_LUMO	-0.061	Ha
max |F|	5.8	eV/A
HOMO	-5.3	eV
DFT total energy	-78093.6868	eV
HOMO-LUMO gap	3.5813	eV
relative energy (zero: lowest compared OMol25 entry of this formula, charge and spin)	128.1	kcal per mole

The molecule's Löwdin atomic charges, reported in e, are given here: C -0.177; C -0.189; C -0.305; H 0.100; C -0.302; C -0.181; H 0.099; H 0.102; H 0.098; H 0.089; Sn 1.408; Si 0.188; C -0.326; C -0.149; H 0.071; C -0.096; H 0.095; C -0.115; H 0.092; C -0.105; H 0.097; C -0.127; H 0.080; C -0.401; C -0.269; H 0.092; C -0.086; H 0.102; C -0.119; H 0.097; C -0.144; H 0.101; C -0.170; H 0.045; H -0.190; Si 0.668; C -0.260; C -0.086; H 0.102; C -0.096; H 0.098; C -0.094; H 0.097; C -0.081; H 0.100; C -0.085; H 0.109; C -0.240; C -0.088; H 0.102; C -0.092; H 0.102; C -0.091; H 0.107; C -0.088; H 0.097; C -0.100; H 0.102; H -0.038; Cl 0.041; C -0.024; C -0.027; C 0.007; C -0.188; N -0.044; C -0.091; C -0.193; C 0.017; C -0.025; C -0.032; C -0.088; N -0.044; H 0.115; H 0.118; H 0.110; H 0.125; H 0.107; H 0.117; H 0.118; H 0.129